{"formula": "C35H36N8S3SbY", "method": "the ωB97M-V functional and the def2-TZVPD basis", "charge": -1, "spin_multiplicity": 2, "de_lowest_kj_mol": 7.4, "e_homo_ev": [-4.3, -4.7], "e_lumo_ev": [2.3, 1.3], "species": ["C", "C", "C", "C", "C", "C", "H", "H", "C", "C", "C", "C", "H", "H", "C", "H", "S", "C", "C", "C", "N", "H", "H", "C", "H", "H", "C", "C", "C", "S", "H", "H", "H", "C", "H", "H", "C", "C", "H", "H", "C", "H", "H", "N", "H", "C", "H", "H", "N", "H", "C", "C", "C", "H", "N", "S", "Y", "H", "H", "C", "C", "N", "N", "C", "H", "C", "H", "H", "N", "H", "C", "C", "H", "H", "H", "H", "C", "C", "H", "H", "Sb", "H", "N", "C"], "positions_angstrom": [[3.251, -0.946, -4.260], [-1.329, 1.872, 1.785], [1.066, 1.866, 3.753], [3.677, -0.473, -5.486], [3.499, 1.794, -4.670], [2.074, 2.512, 4.446], [3.598, 2.858, -4.840], [4.963, 2.111, 5.847], [-5.124, 1.848, 1.966], [3.654, 1.018, 3.537], [-0.971, 0.595, 2.247], [-0.664, -1.353, -2.918], [-3.281, -1.634, 4.686], [4.660, 0.618, 3.484], [1.305, 0.784, 2.877], [-1.457, -2.047, -3.203], [-2.477, -2.390, -0.064], [-3.686, 1.437, 2.104], [-2.645, 2.288, 1.730], [1.990, -0.939, -0.910], [-1.771, -1.520, 3.217], [-5.655, 1.194, 1.271], [5.295, 3.150, 4.467], [-1.964, -3.407, 4.326], [2.823, 2.000, -2.647], [1.808, 3.340, 5.095], [-1.217, -0.153, -2.206], [3.202, -2.781, 1.424], [4.419, -2.193, 1.066], [-2.004, -5.132, -2.724], [-1.767, -0.228, -4.765], [3.143, -2.008, -4.088], [-0.262, -4.282, 3.124], [-3.799, -0.660, -4.190], [4.116, 3.644, 5.675], [5.247, -2.644, 0.551], [-2.576, 0.251, -4.215], [-2.488, -2.148, 4.173], [-4.005, -1.044, -5.190], [-5.206, 2.867, 1.585], [2.660, 0.380, 2.814], [-2.279, -4.166, 5.017], [-1.291, 0.894, -0.565], [3.075, -0.737, 2.024], [-4.687, -0.128, -3.850], [2.475, -0.543, -1.960], [0.031, -1.896, -2.281], [3.913, -1.162, -6.286], [-2.085, 0.637, -2.900], [-5.654, 1.809, 2.919], [-2.749, 1.732, -2.211], [3.805, 0.898, -5.693], [-3.353, 0.172, 2.557], [4.946, -0.041, 1.357], [4.616, 1.792, -7.989], [0.621, -4.266, -0.013], [0.245, -1.637, 0.535], [-0.533, 2.528, 1.455], [-3.485, 0.529, -0.564], [3.070, 1.317, -3.448], [4.501, 2.786, 5.122], [-0.878, 0.071, -0.986], [2.386, -1.907, 2.007], [-3.855, 1.285, -1.259], [-4.228, 2.130, -0.676], [4.256, 1.394, -6.971], [-0.107, -1.055, -3.808], [0.050, 2.202, 3.898], [0.334, 0.100, 2.213], [-2.800, 1.176, -4.756], [-0.928, -3.472, 3.377], [3.400, 2.114, 4.351], [-2.878, 3.280, 1.359], [-3.143, 2.405, -2.977], [-3.638, -1.508, -3.526], [-4.134, -0.537, 2.803], [-2.027, -0.233, 2.656], [2.940, -0.060, -3.219], [2.854, -3.787, 1.260], [-4.693, 0.855, -1.805], [-1.667, -4.513, -0.556], [-1.999, 2.312, -1.667], [-0.812, -2.329, 2.730], [4.285, -0.883, 1.453]]}



{"formula": "C35H37BCl3N8NaO4S2", "method": "the ωB97M-V functional and the def2-TZVPD basis", "charge": -2, "de_lowest_kj_mol": 11.6, "e_homo_ev": -2.8, "e_lumo_ev": 3.7, "species": ["H", "H", "C", "H", "C", "C", "C", "H", "N", "C", "C", "H", "C", "H", "H", "H", "C", "C", "H", "H", "C", "H", "H", "C", "C", "C", "H", "H", "H", "N", "H", "C", "C", "H", "C", "S", "N", "C", "O", "H", "H", "H", "N", "C", "Cl", "H", "H", "H", "C", "O", "H", "C", "N", "B", "H", "Cl", "C", "H", "O", "C", "C", "C", "N", "H", "C", "H", "C", "H", "C", "Na", "C", "C", "H", "H", "C", "C", "O", "H", "H", "C", "S", "H", "C", "N", "H", "H", "C", "Cl", "C", "N", "H"], "positions_angstrom": [[-3.579, -6.556, -2.730], [-4.350, -3.221, -5.862], [-1.347, -2.849, -0.932], [-0.138, 4.428, -1.147], [3.891, -0.618, 1.080], [2.494, -1.403, -2.232], [-4.441, -2.595, -4.983], [-1.291, 3.188, -0.683], [1.624, 1.895, -2.453], [-5.518, -2.716, -4.114], [2.348, 2.795, -1.797], [2.786, -1.336, 4.617], [-2.591, -4.821, -1.911], [0.296, 1.554, -3.987], [-6.444, -2.038, -2.302], [5.800, -0.979, 1.929], [-0.643, -6.597, -1.030], [0.906, 2.305, -3.496], [3.237, -2.095, -2.634], [2.076, 0.107, 5.328], [4.845, -0.543, 2.228], [2.890, 2.424, -0.932], [3.155, 4.405, 3.396], [-1.100, -1.369, 2.875], [-4.633, -0.965, -2.692], [-0.514, -5.236, -0.789], [-3.335, -4.105, -2.239], [3.014, 4.825, -1.583], [0.299, 3.904, -4.789], [-1.514, -0.072, -4.450], [4.973, -1.676, -0.525], [-2.730, -6.176, -2.178], [-1.753, -7.046, -1.725], [4.481, -1.091, 3.099], [1.860, -0.915, 5.013], [-1.968, -1.231, -5.500], [1.402, 1.977, 1.828], [-2.430, -1.867, 2.409], [-2.380, -2.159, -1.059], [1.572, -1.493, 5.891], [-3.243, -1.268, 2.827], [1.344, 5.219, 1.602], [-0.378, -0.538, 2.144], [-3.568, -0.837, -3.566], [-3.224, 1.349, 1.363], [2.699, 2.893, 4.198], [3.901, 2.873, 2.916], [-1.657, 2.803, 2.293], [0.753, -0.964, 4.010], [-0.211, -2.446, -0.591], [-1.293, 4.765, 0.142], [0.307, 3.444, 0.704], [0.435, 2.140, 0.895], [1.905, 0.580, 2.271], [-2.503, -1.828, 1.322], [-3.495, 3.055, 3.754], [0.908, 3.623, -3.940], [2.420, -0.538, -2.892], [-1.067, -2.354, -5.480], [1.204, 4.152, 1.529], [2.970, 3.341, 3.241], [-3.481, -1.653, -4.674], [2.636, -0.118, 1.107], [-4.668, -0.341, -1.808], [-2.395, 0.101, -3.484], [1.704, 5.588, -3.579], [2.868, -0.980, -0.850], [-6.292, -3.448, -4.314], [-5.607, -1.912, -2.978], [-0.443, -0.309, -0.381], [1.886, 3.174, 2.225], [1.683, 4.551, -3.264], [-2.581, -2.902, 2.723], [5.023, 0.486, 2.546], [2.416, 4.133, -2.163], [-2.731, 2.834, 2.149], [-2.261, -0.667, -6.798], [1.525, -1.903, -2.219], [2.704, 0.747, 3.154], [-0.661, 3.987, -0.296], [-2.298, 1.242, -2.254], [-3.034, 3.675, 1.539], [4.084, -1.182, -0.165], [2.014, -0.334, -0.076], [0.105, -7.302, -0.692], [-0.754, -2.321, 4.874], [-1.487, -4.342, -1.217], [-1.924, -8.765, -2.045], [-0.429, -1.672, 4.076], [0.761, -0.291, 2.838], [0.348, -4.836, -0.269]]}



| no. | strongest force on any atom (eV/A) |
| --- | --- |
| 1 | 1.0 |
| 2 | 0.7 |